{
  "formula": "C49H92B3BrCl2IN10O11PS",
  "method": "wB97M-V/def2-TZVPD",
  "lumo_energy_ev": 0.47,
  "e_homo_ha": -0.262,
  "homo_lumo_gap_ev": 7.59,
  "total_energy_ev": -215076.9590,
  "elements": ["C", "C", "O", "B", "O", "C", "C", "C", "C", "C", "C", "C", "C", "I", "C", "B", "N", "O", "N", "P", "C", "C", "C", "C", "C", "C", "C", "Br", "C", "C", "C", "C", "Cl", "C", "C", "Cl", "C", "B", "O", "N", "C", "C", "C", "S", "H", "H", "H", "H", "H", "H", "H", "H", "H", "H", "H", "H", "H", "H", "H", "H", "H", "H", "H", "H", "H", "H", "H", "H", "H", "H", "H", "H", "H", "H", "H", "H", "H", "H", "H", "H", "H", "H", "H", "H", "H", "H", "H", "C", "N", "C", "C", "O", "H", "H", "H", "H", "H", "H", "H", "C", "N", "C", "C", "O", "H", "H", "H", "H", "H", "H", "H", "C", "N", "C", "C", "O", "H", "H", "H", "H", "H", "H", "H", "C", "N", "C", "C", "O", "H", "H", "H", "H", "H", "H", "H", "C", "N", "C", "C", "O", "H", "H", "H", "H", "H", "H", "H", "C", "N", "C", "C", "O", "H", "H", "H", "H", "H", "H", "H", "C", "N", "C", "C", "O", "H", "H", "H", "H", "H", "H", "H"],
  "xyz": [[-2.572070, -1.523738, 6.592423], [-1.371824, -2.255245, 5.959358], [-0.142127, -1.527689, 6.187542], [0.909939, -2.227260, 5.619682], [1.226901, -3.478196, 6.140652], [1.660175, -1.519122, 4.423678], [0.855865, -0.840934, 3.515670], [1.447319, -0.167838, 2.484651], [2.806423, -0.107536, 2.258562], [3.627187, -0.818907, 3.148997], [5.138694, -0.826802, 2.958286], [5.575450, -2.190639, 2.397214], [7.123786, -2.340407, 2.334217], [7.856432, -3.857108, 3.675587], [3.046556, -1.510844, 4.212275], [4.016153, -2.293230, 5.223202], [4.876151, -1.684737, 6.237863], [4.082480, -3.661266, 5.108154], [3.435513, 0.643251, 1.197088], [3.398708, 2.352436, 1.785397], [4.047295, 2.430942, 3.514703], [4.517283, 3.388147, 0.744763], [2.675824, 0.677323, -0.037431], [3.375641, 0.719310, -1.246240], [4.895426, 0.695238, -1.208517], [5.529188, -0.696594, -1.503099], [6.837551, -0.871404, -0.717386], [4.305705, -2.205506, -1.234761], [2.699769, 0.801433, -2.458215], [3.566224, 0.874500, -3.714955], [1.309098, 0.836991, -2.514112], [0.609450, 0.906583, -3.861262], [-0.411758, 2.369089, -4.067275], [-0.141141, -0.424558, -4.243264], [0.364537, -0.852518, -5.646289], [-1.920808, -0.263865, -4.304359], [0.614552, 0.771181, -1.307707], [-0.980842, 0.754798, -1.134101], [-1.560728, -0.493704, -1.167068], [-1.751373, 1.964627, -0.913838], [-2.597610, 1.893765, 0.302698], [-0.895151, 3.167619, -0.766575], [1.295960, 0.712128, -0.118037], [0.336147, 0.694114, 1.381975], [-3.194244, -1.123351, 5.773211], [-2.228087, -0.713791, 7.239152], [-3.204399, -2.204670, 7.166176], [-1.343020, -3.270149, 6.373556], [-1.517672, -2.319984, 4.869502], [1.204077, -4.124939, 5.423361], [-0.222031, -0.858728, 3.658573], [5.596099, -0.596882, 3.929768], [5.449051, -0.051393, 2.250898], [5.186285, -3.036448, 2.970100], [5.160882, -2.286544, 1.387145], [7.581581, -1.366912, 2.525275], [7.416052, -2.685642, 1.342986], [4.395398, -1.469825, 7.102455], [5.403035, -0.890038, 5.902026], [3.284606, -3.974149, 4.667338], [4.838097, 1.700802, 3.731942], [4.467815, 3.435656, 3.649332], [3.244953, 2.305003, 4.244814], [4.023971, 3.597392, -0.207459], [4.631298, 4.346332, 1.270973], [5.529080, 2.992676, 0.586948], [5.224781, 1.412466, -1.969461], [5.281347, 1.048166, -0.254164], [5.810366, -0.733633, -2.558039], [7.647708, -0.357301, -1.246785], [6.740532, -0.535677, 0.318827], [7.099230, -1.935793, -0.712892], [4.404705, 0.187075, -3.581418], [3.055135, 0.537677, -4.618359], [4.008300, 1.867561, -3.856021], [1.387790, 0.997241, -4.614228], [0.174161, -1.221678, -3.564711], [-0.261921, -1.624766, -6.093878], [0.384429, 0.061389, -6.259826], [1.413939, -1.162730, -5.559835], [-2.319963, -0.559216, -0.574223], [-2.554406, 0.928312, 0.825725], [-2.343218, 2.669276, 1.032924], [-3.649004, 2.037954, 0.005318], [-0.205159, 3.306715, -1.596204], [-1.571741, 4.039534, -0.776555], [-0.389760, 3.210511, 0.210451], [6.746388, 6.580013, -3.741999], [6.108443, 5.654755, -2.825205], [6.159779, 5.923521, -1.397767], [5.468459, 4.552384, -3.251423], [4.916620, 3.743280, -2.524933], [7.812397, 6.643824, -3.515101], [6.297582, 7.569458, -3.634901], [6.622537, 6.244415, -4.769597], [6.651698, 5.094770, -0.886457], [5.145775, 6.015350, -1.006053], [6.707636, 6.844114, -1.211846], [5.484370, 4.437604, -4.348047], [-3.118588, 0.675143, -7.297285], [-3.455244, 0.161185, -8.612590], [-3.854909, 1.084180, -9.660423], [-3.403316, -1.150379, -8.887773], [-3.664961, -1.652775, -9.969986], [-3.978623, 1.203177, -6.879868], [-2.277313, 1.366663, -7.383935], [-2.842819, -0.137412, -6.629785], [-4.857503, 0.832420, -10.008456], [-3.168041, 1.000681, -10.504330], [-3.845272, 2.103234, -9.281203], [-3.085258, -1.758016, -8.024293], [-6.830087, -2.350431, 11.250906], [-5.979840, -2.039011, 10.113742], [-6.380847, -2.490296, 8.793737], [-4.832306, -1.347173, 10.236539], [-4.089380, -1.062544, 9.314678], [-6.928997, -3.431822, 11.345889], [-7.814597, -1.915741, 11.097899], [-6.402463, -1.949901, 12.168633], [-5.610881, -3.142640, 8.378830], [-6.495319, -1.630959, 8.130634], [-7.322604, -3.031447, 8.857463], [-4.615054, -1.050146, 11.276613], [-3.897389, 3.960366, 4.070070], [-3.937173, 2.570113, 4.475982], [-4.302802, 2.239701, 5.844897], [-3.645215, 1.567141, 3.627151], [-3.663514, 0.386428, 3.918688], [-3.172607, 4.500682, 4.682631], [-4.883952, 4.409877, 4.202912], [-3.608400, 4.043680, 3.023761], [-3.487993, 1.693057, 6.320733], [-5.187978, 1.602309, 5.843601], [-4.508388, 3.149050, 6.404732], [-3.379226, 1.917670, 2.615751], [-12.002136, -3.489420, 8.625483], [-11.080917, -3.950416, 9.646132], [-10.866024, -5.378462, 9.812810], [-10.414946, -3.098924, 10.448518], [-9.631481, -3.430671, 11.318901], [-12.997371, -3.893724, 8.820510], [-11.663389, -3.829936, 7.644988], [-12.055808, -2.402551, 8.623542], [-11.137749, -5.673559, 10.826864], [-9.811562, -5.610698, 9.658626], [-11.469680, -5.931469, 9.097409], [-10.646483, -2.039574, 10.242827], [-0.938369, -3.457514, -12.011721], [-0.099493, -3.357679, -10.832668], [1.331942, -3.570448, -10.957447], [-0.611557, -3.072396, -9.621188], [0.038577, -2.972401, -8.591998], [-0.849944, -4.458114, -12.440712], [-0.618803, -2.720994, -12.752395], [-1.979441, -3.271460, -11.753077], [1.635920, -4.402601, -10.321195], [1.865958, -2.676599, -10.630433], [1.586970, -3.789728, -11.991651], [-1.701350, -2.932629, -9.637870], [1.129451, 0.873547, -9.800305], [2.124734, 1.660898, -9.096938], [1.694830, 2.574817, -8.052838], [3.440209, 1.574520, -9.377395], [4.313604, 2.209965, -8.818752], [0.419358, 1.539256, -10.296746], [0.591529, 0.240607, -9.090169], [1.603625, 0.240685, -10.548115], [1.998695, 3.591061, -8.307141], [2.171974, 2.297226, -7.111249], [0.613668, 2.534076, -7.939817], [3.664602, 0.854436, -10.182869]],
  "forces_ev_per_a": [[-0.04, -0.05, -0.91], [-0.83, 0.21, 0.52], [0.06, -0.73, -0.54], [-0.03, 0.73, 0.56], [-0.50, 0.05, -0.70], [0.05, -0.29, 0.13], [0.01, -0.45, 0.85], [-1.13, 1.06, -1.71], [1.00, -0.85, 0.40], [0.06, 0.61, -0.42], [-0.52, -0.44, 0.09], [0.74, -0.22, 0.09], [-0.84, 0.06, -0.44], [0.03, 0.45, -0.10], [0.76, -0.43, 0.62], [0.06, -0.29, -0.13], [0.01, -0.17, -0.52], [-0.47, 0.27, 0.52], [-0.62, 0.65, 0.45], [-1.72, 1.36, 0.02], [0.90, -0.52, -0.23], [0.67, -0.48, 0.39], [0.70, -0.05, -0.72], [0.58, 0.12, 0.95], [-0.39, -0.29, -0.45], [0.74, 0.90, -0.05], [-0.36, -0.76, -0.29], [0.15, 0.13, -0.02], [0.61, 0.30, -1.19], [0.15, -0.49, 0.31], [0.01, 0.14, 0.24], [0.10, -0.71, 0.32], [0.29, -0.04, -0.06], [0.83, 0.00, -1.02], [-0.08, 0.90, 0.45], [0.24, -0.36, 0.41], [-1.40, 0.09, -0.94], [-0.13, -0.07, -0.71], [0.19, 0.15, 0.74], [1.83, -0.23, 1.91], [-1.32, -0.19, -0.85], [-0.98, 0.85, -0.10], [-0.04, -0.16, 1.37], [0.27, -0.03, 0.05], [0.23, 0.16, 0.52], [-0.11, -0.17, -0.05], [0.24, 0.14, 0.09], [0.45, 0.14, -0.11], [-0.01, -0.12, 0.21], [0.42, -0.13, 0.29], [0.11, 0.23, -0.23], [0.20, -0.20, -0.24], [-0.11, -0.06, 0.18], [-0.19, 0.32, -0.01], [0.08, 0.04, 0.16], [0.32, -0.38, 0.21], [0.16, 0.03, 0.26], [0.23, -0.02, 0.06], [-0.29, 0.26, 0.36], [0.31, -0.13, -0.29], [-0.08, 0.23, 0.07], [-0.10, -0.15, -0.11], [-0.02, -0.09, -0.29], [0.20, -0.23, 0.06], [-0.21, -0.23, 0.04], [-0.16, 0.11, -0.14], [0.25, -0.20, 0.20], [-0.27, -0.16, -0.05], [-0.34, -0.32, 0.11], [-0.16, 0.19, 0.30], [0.08, 0.07, -0.21], [0.09, 0.22, 0.04], [-0.13, 0.07, -0.23], [0.19, 0.19, 0.11], [-0.29, -0.06, -0.02], [-0.36, 0.28, 0.09], [-0.64, 0.31, 0.36], [0.28, 0.03, -0.03], [-0.27, -0.38, -0.22], [-0.27, -0.24, -0.03], [-0.19, -0.05, -0.42], [0.16, 0.15, -0.13], [0.17, -0.11, -0.27], [0.14, 0.08, 0.28], [0.03, -0.26, 0.18], [0.21, -0.12, -0.09], [0.20, -0.21, -0.32], [-0.03, -0.01, 0.27], [0.03, 0.03, -0.12], [-0.12, -0.20, -0.06], [-0.04, -0.05, -0.14], [0.07, 0.09, 0.03], [0.01, 0.08, -0.10], [0.08, 0.04, -0.10], [-0.03, -0.05, 0.03], [-0.03, 0.05, 0.09], [0.05, 0.01, 0.09], [0.00, 0.00, -0.08], [0.02, 0.02, 0.00], [-0.12, 0.07, -0.34], [0.00, 0.04, 0.10], [0.01, -0.26, -0.06], [0.01, -0.16, 0.04], [0.02, 0.13, -0.05], [0.09, 0.04, 0.12], [0.00, 0.02, 0.20], [-0.02, 0.07, -0.17], [0.02, 0.08, -0.08], [-0.07, 0.07, -0.05], [0.02, -0.04, 0.07], [0.01, 0.03, 0.02], [0.18, 0.05, -0.32], [0.03, 0.03, 0.23], [0.21, 0.14, 0.02], [0.07, 0.04, 0.01], [-0.12, 0.00, 0.02], [-0.16, 0.03, 0.11], [-0.06, -0.10, 0.16], [0.08, 0.02, -0.06], [-0.07, 0.00, -0.10], [0.00, -0.08, -0.09], [0.01, 0.01, 0.09], [-0.04, -0.02, 0.02], [-0.05, -0.16, 0.25], [-0.01, 0.11, -0.06], [0.09, -0.19, -0.14], [0.04, 0.06, -0.09], [-0.02, -0.07, -0.02], [-0.02, 0.11, -0.08], [0.05, 0.12, -0.05], [0.00, -0.06, 0.01], [-0.08, -0.02, 0.08], [0.02, -0.01, 0.11], [0.02, 0.03, -0.07], [-0.08, 0.02, 0.20], [0.09, -0.26, 0.09], [-0.06, 0.13, -0.09], [0.13, 0.14, 0.16], [-0.02, 0.05, 0.05], [-0.17, -0.14, -0.07], [-0.04, 0.07, -0.10], [-0.10, 0.07, -0.05], [0.04, -0.01, 0.04], [0.04, -0.09, -0.03], [-0.03, -0.10, 0.03], [-0.02, 0.07, -0.02], [-0.03, -0.01, -0.03], [0.20, -0.04, 0.05], [-0.01, 0.02, -0.07], [-0.12, 0.05, 0.22], [-0.23, -0.02, 0.17], [0.15, 0.07, -0.11], [-0.07, 0.04, -0.09], [-0.10, -0.05, -0.08], [0.04, 0.04, 0.07], [0.11, 0.03, -0.03], [0.10, -0.07, -0.01], [-0.07, 0.01, -0.01], [0.01, -0.05, -0.11], [-0.05, 0.18, 0.28], [-0.07, -0.12, -0.16], [0.26, -0.05, -0.02], [0.07, -0.03, -0.03], [-0.08, 0.04, 0.06], [-0.05, -0.10, -0.06], [-0.05, -0.08, -0.12], [0.05, 0.02, 0.03], [-0.04, 0.03, 0.11], [-0.07, 0.12, 0.06], [0.01, -0.06, -0.04], [-0.05, -0.01, 0.00]]
}